DFT (the ωB97M-V functional and the def2-TZVPD basis) results for C4H3ClF2N2O as an isolated structure at a distorted geometry.

The energy relative to the best compared isomer or geometry (same formula, charge and spin) comes out at 43.6 kcal/mol. The HOMO energy is -10.501 eV. Its total charge is 0. The calculation puts the total energy at -27173.6191 eV.

Last column: natural (NBO) charge in e.
Geometry (Å):
C: -0.95 1.71 -1.30  0.1715
C: -0.27 -1.68 0.08  0.4189
C: -1.12 2.03 0.01  0.1699
C: 1.16 -1.47 -0.22  -0.5057
N: -0.76 1.65 -2.44  -0.1843
N: -0.74 1.83 1.10  0.3436
O: -1.17 -0.97 -0.25  -0.5119
F: 0.45 0.83 1.58  -0.3846
F: -1.24 2.21 2.29  -0.1220
Cl: 1.54 -0.44 -1.68  -0.0683
H: -0.62 -2.51 0.79  0.1338
H: 1.93 -2.27 -0.46  0.2616
H: 1.78 -0.94 0.50  0.2776